Entry 1:
C3H4ClF | ωB97M-V/def2-TZVPD

Positions of all 9 atoms, in Å:
C (-0.79970, 0.55336, 0.46038)
C (0.30247, -0.63818, 0.33133)
C (1.22236, -0.31194, -0.58608)
H (-1.34876, 0.61472, 1.43327)
H (0.25790, -1.43964, 1.22003)
H (2.26963, -0.79646, -0.60670)
H (0.84681, 0.56154, -1.72770)
F (-0.42542, 1.68549, -0.15898)
Cl (-2.32529, -0.22890, -0.36554)

The value obtained for the frontier orbital gap is 10.63 eV. The spin multiplicity is 1. The LUMO energy is 0.7 eV. The energy is -18412.2294 eV. The energy above the lowest of the compared OMol25 structures with the same formula, charge and spin is 65.6 kcal/mol. As for the total charge: 0.


Entry 2:
C4H12 | ωB97M-V/def2-TZVPD

Positions of all 16 atoms, in Å:
C (-2.43471, 2.66291, -0.81466)
C (-1.97660, 3.08471, -2.26375)
H (-1.98153, 3.27405, -0.01607)
H (-2.19434, 1.60309, -0.62593)
H (-3.52988, 2.78779, -0.77468)
H (-2.64523, 2.65169, -3.02666)
H (-0.93984, 2.78785, -2.49525)
H (-2.04790, 4.18413, -2.31664)
C (2.04731, -2.10595, 1.40019)
C (2.32332, -3.67245, 1.65024)
H (3.04229, -1.63661, 1.32060)
H (1.53136, -1.68947, 2.28163)
H (1.46503, -1.85116, 0.49873)
H (1.46790, -4.35112, 1.80599)
H (2.94278, -3.67201, 2.56287)
H (2.93004, -4.05745, 0.81341)

The value obtained for the frontier orbital gap is 13.02 eV. The spin multiplicity is 1. The LUMO energy is 1.1 eV. The energy is -4342.2259 eV. The energy above the lowest of the compared OMol25 structures with the same formula, charge and spin is 7.0 kcal/mol. As for the total charge: 0. The SMILES is CC.CC.


Entry 3:
C25H27MgN4O9PS | ωB97M-V/def2-TZVPD

Positions of all 68 atoms, in Å:
Mg (-0.22469, 0.35621, 0.02528)
O (4.39777, -0.98035, 3.54109)
C (3.47015, -0.69675, 2.83679)
C (3.34933, -0.96247, 1.33706)
O (4.24374, -1.29641, 0.58399)
C (1.95688, -0.68905, 1.01999)
C (1.29975, -0.05448, 2.08744)
O (0.10089, 0.40760, 1.94888)
C (2.17531, -0.00230, 3.27175)
O (1.95554, 0.49046, 4.35054)
O (1.32418, -0.88175, -0.12192)
S (-7.66561, 1.06002, 0.93504)
N (-6.77612, -0.24635, 0.61927)
C (-5.52515, 0.16678, 0.54277)
C (-4.36741, -0.67974, 0.29438)
C (-4.44063, -2.06687, 0.15749)
C (-3.28240, -2.78361, -0.03343)
C (-2.07387, -2.09600, -0.08708)
N (-1.99472, -0.77846, 0.02940)
C (-3.12131, -0.06834, 0.22072)
C (-2.96828, 1.39274, 0.39955)
N (-1.71858, 1.89424, 0.30508)
C (-1.52527, 3.17552, 0.59266)
C (-2.56495, 4.03667, 0.93161)
C (-3.84746, 3.54611, 0.96578)
C (-4.06303, 2.19303, 0.70196)
C (-5.37550, 1.56499, 0.74994)
N (-6.51588, 2.18826, 0.97922)
H (-5.40776, -2.55075, 0.21672)
H (-3.29488, -3.86046, -0.13000)
H (-1.13156, -2.61885, -0.21631)
H (-0.50310, 3.53231, 0.55295)
H (-2.35244, 5.07172, 1.16124)
H (-4.69331, 4.17709, 1.20962)
C (0.72718, -1.34898, -4.16423)
C (-0.49975, -1.09447, -3.31746)
O (-0.18020, -0.26469, -2.19260)
H (0.48239, -2.00696, -4.99905)
H (1.50830, -1.83139, -3.57007)
H (1.12423, -0.41148, -4.55705)
H (-0.93882, -2.03568, -2.97440)
H (-1.26183, -0.55988, -3.88288)
H (0.64076, -0.64360, -1.80325)
C (4.38147, 0.60411, -2.98485)
C (3.43973, 0.73845, -1.81755)
O (2.40351, 1.69738, -2.18299)
P (1.28997, 2.11949, -1.10751)
O (0.52853, 3.25324, -1.98951)
C (-0.38187, 2.88539, -3.03607)
C (-1.17558, 4.11361, -3.41409)
O (2.02921, 3.05536, -0.04222)
C (2.71604, 4.30068, -0.31916)
C (4.12809, 4.08706, -0.82136)
H (5.12856, -0.15912, -2.75903)
H (4.89562, 1.54581, -3.18791)
H (3.83746, 0.30714, -3.88380)
H (3.96330, 1.10023, -0.93274)
H (2.98641, -0.21253, -1.54845)
H (-1.04319, 2.08845, -2.68505)
H (0.18881, 2.50136, -3.88336)
H (-1.83461, 4.41695, -2.59698)
H (-1.78670, 3.90684, -4.29528)
H (-0.50499, 4.94339, -3.64408)
H (2.72592, 4.82205, 0.63393)
H (2.12440, 4.88021, -1.02712)
H (4.67653, 3.42762, -0.14694)
H (4.64602, 5.04782, -0.85540)
H (4.13098, 3.65407, -1.82084)

The value obtained for the frontier orbital gap is 5.63 eV. The spin multiplicity is 1. The LUMO energy is -1.3 eV. The energy is -76325.1748 eV. The energy above the lowest of the compared OMol25 structures with the same formula, charge and spin is 8.4 kcal/mol. As for the total charge: 0.


Entry 4:
C28H22BrF4NO5PRu | ωB97M-V/def2-TZVPD

Positions of all 63 atoms, in Å:
Ru (0.96629, -0.19299, -0.63038)
O (0.64630, 3.35495, 1.69408)
C (0.61847, 2.07074, 1.50175)
O (0.63323, 1.60957, 0.35756)
C (0.52723, 1.25915, 2.77231)
O (0.95981, -0.05898, 2.60034)
C (2.36798, -0.21233, 2.70111)
C (3.09040, 0.15602, 1.41358)
O (4.07812, 0.82769, 1.38814)
O (2.59903, -0.43528, 0.30549)
H (0.76756, 3.83532, 0.84777)
H (-0.52939, 1.23748, 3.05898)
H (1.07627, 1.78316, 3.55907)
H (2.55694, -1.26591, 2.90833)
H (2.77995, 0.38962, 3.51202)
F (0.05959, -7.13725, -0.78513)
C (-0.15883, -5.86409, -0.57207)
C (-1.24597, -5.45676, 0.18249)
F (-2.07184, -6.34649, 0.68487)
C (-1.46923, -4.10069, 0.39659)
F (-2.54798, -3.76144, 1.08506)
C (-0.60649, -3.13326, -0.10744)
P (-0.83258, -1.36227, 0.12242)
C (-1.37045, -0.68482, -1.46190)
C (-1.58721, -1.50198, -2.59216)
C (-1.85289, -0.93228, -3.81332)
C (-1.89493, 0.46154, -3.94932)
C (-1.68758, 1.27602, -2.85652)
C (-1.42138, 0.71274, -1.60414)
C (-1.92648, -0.97293, 1.47203)
C (-1.61458, -1.44521, 2.74953)
C (-2.45136, -1.14318, 3.80773)
C (-3.58843, -0.36912, 3.59732)
C (-3.90063, 0.09356, 2.32693)
C (-3.07486, -0.21059, 1.25530)
C (0.47389, -3.57701, -0.87461)
Br (1.66074, -2.35035, -1.71839)
C (0.70034, -4.91114, -1.11694)
F (1.71992, -5.30420, -1.85994)
H (-1.57112, -2.57938, -2.49196)
H (-2.04696, -1.56230, -4.67087)
H (-2.12151, 0.89750, -4.91351)
H (-1.77219, 2.35013, -2.94847)
H (-1.36238, 1.36175, -0.74102)
H (-0.72931, -2.04494, 2.91673)
H (-2.22328, -1.51578, 4.79704)
H (-4.24129, -0.13776, 4.42831)
H (-4.79690, 0.67646, 2.16489)
H (-3.34246, 0.12292, 0.26136)
N (2.00243, 1.05290, -2.17130)
C (2.18137, 2.44827, -1.78153)
C (3.22349, 2.77947, -0.93164)
C (3.31474, 4.07847, -0.45137)
C (2.37227, 5.03289, -0.81887)
C (1.34784, 4.69059, -1.69532)
C (1.25156, 3.39306, -2.18074)
H (1.51641, 1.00199, -3.06419)
H (2.91677, 0.62531, -2.30704)
H (3.94766, 2.03492, -0.62461)
H (4.13019, 4.34382, 0.20803)
H (2.45517, 6.04713, -0.45187)
H (0.63650, 5.43917, -2.01837)
H (0.46207, 3.12643, -2.87222)

The value obtained for the frontier orbital gap (spin up / spin down) is 7.59 / 6.88 eV. The spin multiplicity is 2. The LUMO energy (spin up / spin down) is -6.9 / -7.8 eV. The energy is -133888.8616 eV. The energy above the lowest of the compared OMol25 structures with the same formula, charge and spin is 0.0 kcal/mol. As for the total charge: +2. As for the expectation value of S²: 0.755.


Question: Number 1 is which compound?
Answer: C3H4ClF


Copy entry 2 word for word.
C4H12 | ωB97M-V/def2-TZVPD

Positions of all 16 atoms, in Å:
C (-2.43471, 2.66291, -0.81466)
C (-1.97660, 3.08471, -2.26375)
H (-1.98153, 3.27405, -0.01607)
H (-2.19434, 1.60309, -0.62593)
H (-3.52988, 2.78779, -0.77468)
H (-2.64523, 2.65169, -3.02666)
H (-0.93984, 2.78785, -2.49525)
H (-2.04790, 4.18413, -2.31664)
C (2.04731, -2.10595, 1.40019)
C (2.32332, -3.67245, 1.65024)
H (3.04229, -1.63661, 1.32060)
H (1.53136, -1.68947, 2.28163)
H (1.46503, -1.85116, 0.49873)
H (1.46790, -4.35112, 1.80599)
H (2.94278, -3.67201, 2.56287)
H (2.93004, -4.05745, 0.81341)

The value obtained for the frontier orbital gap is 13.02 eV. The spin multiplicity is 1. The LUMO energy is 1.1 eV. The energy is -4342.2259 eV. The energy above the lowest of the compared OMol25 structures with the same formula, charge and spin is 7.0 kcal/mol. As for the total charge: 0. The SMILES is CC.CC.


Question: Which formula does entry 4 have?
Answer: C28H22BrF4NO5PRu